1.
DFT (wB97M-V/def2-TZVPD) results for a molecular structure, C21H29AuClF3N2O4SSi.

Geometry as ORCA input:
```
! RIJCOSX wB97M-V def2-TZVPD def2/J DEFGRID3
* xyz 0 1
Au 0.690 0.092 1.314
C 1.915 -1.279 4.323
C 1.373 0.118 4.350
C 1.354 0.877 5.496
C 0.730 2.136 5.475
C 0.106 2.606 4.351
C 0.108 1.807 3.183
N 0.824 0.628 3.232
N -0.476 2.001 2.015
Si -1.936 2.812 1.566
C -3.269 2.532 2.836
C -1.668 4.641 1.344
C -2.446 2.067 -0.063
H 1.541 -1.820 5.191
H 3.005 -1.285 4.375
H 1.589 -1.824 3.439
H 1.790 0.483 6.402
H 0.722 2.736 6.376
H -0.401 3.560 4.334
H -3.006 2.958 3.806
H -3.459 1.466 2.978
H -4.202 2.999 2.511
H -1.383 5.119 2.284
H -2.570 5.137 0.979
H -0.867 4.823 0.624
H -2.499 0.978 0.012
H -1.732 2.322 -0.850
H -3.429 2.427 -0.374
Cl 3.672 0.438 0.795
C 2.483 -0.837 1.082
H 2.762 -1.383 1.971
H 2.401 -1.489 0.217
C 0.100 -0.787 -7.181
C 0.091 -0.738 -5.680
C 1.041 0.003 -4.987
C 1.043 0.082 -3.605
C 2.119 0.891 -2.936
C 0.039 -0.617 -2.898
C -0.049 -0.605 -1.464
O 0.685 0.090 -0.732
C -0.931 -1.388 -3.583
C -2.002 -2.175 -2.871
C -0.882 -1.427 -4.964
H 1.045 -0.432 -7.586
H -0.698 -0.160 -7.584
H -0.073 -1.803 -7.538
H 1.810 0.528 -5.541
H 2.807 1.278 -3.686
H 2.682 0.299 -2.216
H 1.701 1.731 -2.379
H -0.831 -1.194 -0.991
H -2.659 -1.528 -2.286
H -1.587 -2.925 -2.196
H -2.621 -2.695 -3.599
H -1.616 -2.018 -5.499
F 0.318 -4.918 2.385
C 1.077 -4.525 1.362
F 2.103 -3.815 1.876
F 1.587 -5.603 0.770
S 0.123 -3.509 0.171
O 1.123 -3.067 -0.789
O -0.880 -4.406 -0.338
O -0.387 -2.413 0.994
*
```

Output
LUMO, eV: -1.0
Relative energy (zero: lowest compared OMol25 entry of this formula, charge and spin), eV: 0.0000
HOMO level, eV: -8.310
Kohn-Sham gap, Eh: 0.2685
Energy, a.u.: -2811.2737



2.
DFT (wB97M-V/def2-TZVPD) results for 8 unconnected molecules or ions with the total composition C5H27NO8.

Geometry as ORCA input:
```
! RIJCOSX wB97M-V def2-TZVPD def2/J DEFGRID3
* xyz 0 1
N 2.239 0.930 -1.043
C 1.184 1.548 -0.144
C 0.178 0.452 0.265
C -1.125 0.498 -0.525
C -2.190 1.293 0.190
C -2.698 0.614 1.451
O -3.119 -0.732 1.189
H 2.825 1.623 -1.354
H 1.837 0.567 -1.856
H 1.723 1.971 0.725
H 0.696 2.421 -0.616
H 0.682 -0.510 0.131
H -0.016 0.525 1.348
H -0.985 0.890 -1.523
H -1.480 -0.531 -0.663
H -1.835 2.330 0.447
H -3.034 1.493 -0.516
H -1.922 0.444 2.195
H -3.466 1.156 1.914
H -3.762 -0.765 0.459
O 0.790 0.862 3.572
H 0.676 1.809 3.306
H 0.454 0.876 4.454
O -1.163 -2.526 0.716
H -0.468 -2.333 1.422
H -1.858 -1.897 0.908
O 0.624 -0.481 -3.190
H 0.434 -1.127 -2.454
H 0.749 -0.985 -3.984
O 0.955 -1.914 2.225
H 1.638 -1.781 1.560
H 0.915 -1.099 2.733
O 2.785 -1.531 0.318
H 2.719 -0.672 -0.216
H 3.691 -1.585 0.516
O 0.120 2.164 -3.356
H -0.437 2.235 -4.166
H 0.337 1.247 -3.231
O 0.356 -2.498 -1.456
H 1.255 -2.448 -1.004
H -0.303 -2.534 -0.746
*
```

Output
LUMO, eV: 0.2
Relative energy (zero: lowest compared OMol25 entry of this formula, charge and spin), eV: 0.0000
HOMO level, eV: -9.915
SMILES: NCCCCCO.O.O.O.O.O.O.O
Kohn-Sham gap, Eh: 0.3726
Energy, a.u.: -863.3928



3.
DFT (wB97M-V/def2-TZVPD) results for 4 unconnected molecules or ions with the total composition C38H60ClN3O12P.

Geometry as ORCA input:
```
! RIJCOSX wB97M-V def2-TZVPD def2/J DEFGRID3
* xyz 1 1
C 5.172 2.332 0.796
C 4.798 3.188 2.106
C 4.085 2.354 3.277
C 2.676 1.688 2.840
C 1.522 2.763 2.535
C 0.507 2.161 1.419
N 0.953 2.345 0.113
N 0.096 1.792 -0.741
C 0.540 1.983 -2.180
C 1.566 0.819 -2.670
C 3.058 1.013 -2.060
O 1.041 -0.514 -2.586
C 1.194 -1.143 -1.297
C 2.190 -2.424 -1.364
C 1.754 -3.688 -0.554
C 2.560 -5.023 -0.536
C 3.878 -5.078 -1.373
C 4.327 -3.814 -2.188
C 3.493 -2.482 -2.190
C -1.090 1.101 -0.511
C -1.971 0.452 -1.699
C -3.291 1.305 -2.057
C -3.186 2.865 -1.647
N -4.557 3.452 -1.933
C -1.690 0.883 0.899
C -3.051 0.158 1.274
C -4.192 1.204 1.745
C -5.642 0.478 1.595
O -5.568 -0.875 2.109
C -6.122 -1.832 1.173
C -0.755 1.501 1.962
P -1.198 1.411 3.800
O 0.155 1.044 4.772
Cl -1.775 3.399 4.351
H 4.761 1.263 0.789
H 4.847 2.874 -0.166
H 6.317 2.243 0.730
H 4.220 4.148 1.827
H 5.797 3.564 2.543
H 4.780 1.473 3.541
H 3.873 3.036 4.168
H 2.888 1.144 1.839
H 2.393 0.873 3.584
H 2.057 3.676 2.062
H 0.981 3.167 3.453
H 1.175 2.950 -2.247
H -0.324 2.162 -2.899
H 1.702 1.034 -3.801
H 3.139 0.754 -0.954
H 3.870 0.535 -2.715
H 3.255 2.154 -2.128
H 1.426 -0.445 -0.426
H 0.163 -1.613 -1.046
H 0.767 -3.684 0.043
H 2.177 -5.934 0.051
H 4.503 -6.055 -1.391
H 5.295 -3.920 -2.802
H 3.843 -1.608 -2.824
H -2.348 -0.553 -1.266
H -1.373 0.179 -2.626
H -3.580 1.166 -3.153
H -4.156 0.864 -1.428
H -2.361 3.413 -2.218
H -3.029 3.014 -0.514
H -4.471 4.364 -2.398
H -5.032 2.762 -2.544
H -3.513 -0.481 0.451
H -2.838 -0.562 2.154
H -4.048 1.529 2.831
H -4.227 2.088 1.013
H -6.456 1.080 2.140
H -5.974 0.416 0.492
H -7.142 -1.515 0.754
H -5.380 -1.899 0.286
H -6.209 -2.894 1.597
H 0.279 0.072 4.860
C 6.782 6.333 -1.302
C 7.009 6.812 0.116
C 8.366 6.468 0.655
O 8.128 6.384 2.055
C 6.821 6.030 2.206
O 6.333 5.668 3.238
O 6.142 6.140 1.027
H 7.588 6.657 -1.966
H 6.702 5.243 -1.343
H 5.840 6.731 -1.688
H 6.811 7.887 0.188
H 9.107 7.239 0.435
H 8.743 5.501 0.307
C -12.500 0.407 2.051
C -11.360 -0.380 1.440
C -10.171 -0.515 2.344
O -9.096 -0.645 1.420
C -9.482 0.003 0.284
O -8.746 0.273 -0.622
O -10.810 0.305 0.316
H -12.768 0.019 3.037
H -12.244 1.466 2.142
H -13.383 0.353 1.409
H -11.717 -1.359 1.101
H -10.237 -1.394 2.988
H -9.991 0.369 2.966
C 2.072 -10.071 -3.543
C 3.507 -9.889 -3.096
C 3.654 -9.701 -1.615
O 4.844 -8.928 -1.521
C 4.940 -8.220 -2.681
O 5.703 -7.314 -2.861
O 4.053 -8.677 -3.611
H 1.574 -10.858 -2.972
H 1.505 -9.142 -3.440
H 2.038 -10.341 -4.602
H 4.123 -10.720 -3.456
H 3.765 -10.649 -1.085
H 2.833 -9.134 -1.163
*
```

Output
LUMO, eV: -4.3
HOMO level, eV: -10.416
Kohn-Sham gap, Eh: 0.2243
Energy, a.u.: -3352.1172



- Look up the Kohn-Sham gap of the first one.
  0.2685 Eh



- Among the records above, which one has the lowest Kohn-Sham gap?
  C38H60ClN3O12P